This record from the Open Molecules 2025 dataset describes a molecular structure, C12H27CuN5O7 in a non-equilibrium geometry. The level of theory is ωB97M-V with the def2-TZVPD basis set.

```
52
Properties=species:S:1:pos:R:3:forces:R:3
Cu 0.47988 0.47437 -0.99861 -0.480 -1.902 3.213
O -2.20839 -0.42219 -1.61000 0.248 0.018 -0.523
O 0.85190 2.71744 0.82986 0.178 0.036 -0.292
O -1.06637 -0.93758 0.91612 -0.610 0.455 2.030
O 0.15725 -0.10931 -3.46358 1.804 1.916 0.951
O -0.36579 -2.20976 -1.57443 -0.722 -0.035 -0.469
O 2.75707 1.02392 0.70363 0.375 1.280 0.382
O 5.25721 1.88486 -0.53982 -0.360 0.711 -0.140
N 2.13926 0.13115 -0.01081 1.140 -3.123 -0.246
N -2.27564 -1.53213 2.76378 -0.172 -0.137 0.344
N 0.57977 -1.47169 -1.13113 2.240 -1.753 0.656
N -1.45971 0.59801 -1.20641 -2.546 1.597 -0.113
N 0.00701 2.10404 -0.02090 -1.996 2.152 0.628
C 1.95712 -3.49150 -0.91689 0.101 -0.225 0.072
C -3.44202 2.10020 -1.37677 -0.267 -0.104 0.126
C -1.57269 -0.66448 2.01281 0.596 -0.210 -1.408
C -2.92438 -1.12275 3.99870 0.101 0.101 -0.203
C 1.72982 -2.03636 -0.73370 -2.438 0.615 -1.284
C -1.18506 2.64770 -0.24474 3.143 -0.247 0.646
C 2.61963 -1.12272 -0.09153 -0.447 3.166 0.365
C 3.92984 -1.50298 0.49805 0.164 -0.100 0.091
C -2.43918 -2.91767 2.35599 -0.036 0.019 0.006
C 1.18512 0.91725 -2.88268 -0.383 -0.773 -4.507
C -2.05029 1.76414 -0.98004 0.712 -2.638 -1.070
C -1.58397 4.00124 0.22827 -0.047 0.166 0.271
H 1.47530 -4.06893 -0.11513 0.025 0.028 -0.221
H 0.66171 -0.72006 -4.02738 -0.060 0.306 0.403
H -2.01564 -3.58152 3.12067 0.001 0.098 -0.155
H 4.63537 -0.66899 0.43595 -0.175 -0.092 0.107
H -1.49616 0.34605 2.47435 0.006 -0.299 -0.190
H 1.36053 1.57068 -3.75229 0.156 0.025 0.369
H -4.01750 -1.10652 3.88487 0.198 -0.003 0.013
H 4.34882 -2.35961 -0.03921 -0.039 0.157 0.129
H 5.30914 2.80021 -0.87147 -0.001 -0.647 0.248
H 0.74409 1.65648 -2.17574 0.005 -0.043 -0.658
H -3.50538 -3.15824 2.26124 0.160 0.048 -0.091
H 3.02607 -3.72268 -0.90504 -0.188 -0.014 0.005
H -3.46415 3.03971 -1.94253 0.051 -0.150 0.118
H -1.87798 4.63226 -0.62196 0.038 -0.188 0.158
H 2.16741 0.49207 -2.63715 -0.533 -0.118 0.259
H -2.44706 3.93729 0.90411 0.157 0.063 -0.115
H -2.57685 -0.11513 4.25403 -0.137 -0.239 0.078
H 4.38042 1.82721 -0.10345 0.233 -0.227 -0.062
H 3.81281 -1.79558 1.55095 0.085 0.135 -0.155
H -0.75179 4.48169 0.75398 -0.234 -0.175 -0.127
H -1.92959 -3.06587 1.40084 -0.123 0.024 0.173
H -4.08044 2.23178 -0.49501 0.000 -0.038 -0.153
H 1.53131 -3.81063 -1.87486 -0.014 0.016 0.237
H -2.67605 -1.81745 4.80974 0.031 0.171 -0.106
H 1.67198 2.06054 0.84397 0.167 0.188 0.102
H -3.84790 1.29933 -1.99826 0.034 0.131 0.140
H -1.51588 -1.20728 -1.66041 -0.140 -0.140 -0.031
```
Positions in Å, forces in eV/Å.

Computed properties:
Spin multiplicity: 2
Molecular weight in g mol⁻¹: 416.92
Gap between HOMO and LUMO (alpha / beta) in eV: 6.7 / 6.6
Lowest unoccupied orbital energy (alpha / beta) in eV: -0.07 / 0.00
DFT total energy in eV: -79297.008

This record from the Open Molecules 2025 dataset describes a molecular structure, C12H27N5O7Ru in a non-equilibrium geometry. The level of theory is ωB97M-V with the def2-TZVPD basis set.

```
52
Properties=species:S:1:pos:R:3:forces:R:3
Ru 0.72966 0.34400 -0.97337 -1.874 2.589 0.666
O 0.40472 -1.52818 1.67635 -0.208 0.238 -0.823
O -0.87064 1.79542 0.90490 -0.745 0.853 0.852
O -0.45359 2.86574 -1.96368 0.194 -1.962 0.415
O 1.79358 1.59621 -2.45940 -0.429 -2.890 0.874
O 1.82795 3.13446 -0.14203 -0.475 -1.597 -0.270
O -1.51585 -1.63561 0.03816 0.946 0.607 -0.759
O 0.51338 -4.69339 -1.26544 -0.536 0.400 0.135
N -0.60116 1.63703 -1.72771 -0.974 1.829 -0.368
N 1.65115 1.78047 0.08150 -0.573 3.352 -2.239
N -1.15477 -0.66230 -0.72050 -0.995 0.256 0.170
N -2.52652 2.13184 2.40295 -0.121 -0.222 0.061
N 0.93003 -0.46041 1.04156 -1.830 -0.961 -0.759
C 3.34909 2.28315 1.76404 0.395 -0.116 0.254
C -2.12991 -0.15546 -1.51137 0.169 0.548 -0.258
C -3.46107 -0.85243 -1.52546 -0.391 0.091 -0.465
C -3.29767 3.08368 3.17147 -0.253 0.821 0.160
C 1.87740 0.15232 1.74187 2.569 3.443 0.711
C 1.12432 -1.49135 -1.32025 2.391 -1.455 -1.708
C -2.58295 1.95479 -3.03077 -0.681 -0.330 -0.292
C -1.78647 1.07193 -2.13233 -0.238 0.125 0.321
C -1.54610 2.56011 1.60945 0.443 -1.201 -0.537
C 2.31280 1.39013 1.17710 0.592 -3.005 3.920
C -2.90241 0.72280 2.44570 -0.067 -0.280 -0.035
C 2.31444 -0.36152 3.08083 0.414 -0.052 0.406
H -2.91824 2.86107 -2.48748 0.155 -0.500 -0.296
H -3.32350 -1.94516 -1.61834 0.002 0.555 0.109
H 1.91393 -1.36234 3.31671 0.251 0.593 -0.316
H -3.94282 3.69698 2.51706 0.082 -0.303 0.337
H -3.92019 2.54111 3.89433 0.248 0.353 -0.199
H -3.45522 1.42175 -3.45056 0.444 0.333 0.226
H -0.37468 -1.86193 1.08757 0.469 0.773 0.042
H 0.34568 -2.06691 -1.82974 0.665 -0.402 0.603
H 1.90594 -1.10090 -2.02478 -0.183 -1.202 -0.077
H 2.00314 0.70518 -2.82512 0.560 1.220 -0.568
H -3.41574 0.39874 1.51790 0.261 0.219 0.416
H -2.61780 3.77115 3.70181 -0.368 -0.288 -0.042
H 3.63596 3.02529 1.00562 0.143 -0.336 0.582
H 3.41796 -0.39934 3.16224 -0.547 0.124 -0.039
H -2.01890 0.07759 2.58723 -0.330 0.322 -0.063
H 4.22595 1.68905 2.08628 -0.433 0.396 -0.095
H 1.59182 3.33821 -1.08183 -0.269 -0.754 0.379
H -0.17540 -4.42865 -0.63648 0.166 -0.186 -0.255
H 1.66666 -1.78872 -0.40860 -0.662 -1.087 -0.848
H -3.59384 0.60125 3.29463 0.351 -0.142 -0.426
H 2.93204 2.80888 2.64351 0.267 -0.144 -0.323
H -4.10526 -0.51143 -2.35870 0.469 -0.076 0.454
H -1.91587 2.28819 -3.84685 -0.418 -0.082 0.332
H 1.21746 -5.02667 -0.71219 0.323 -0.234 0.146
H -4.00721 -0.66498 -0.58149 0.336 -0.111 -0.371
H -1.37993 3.64196 1.61886 0.038 0.123 0.068
H 1.93462 0.33152 3.85280 0.256 -0.245 -0.204
```
Positions in Å, forces in eV/Å.

Computed properties:
Spin multiplicity: 6
Energy above the lowest of the compared OMol25 structures with the same formula, charge and spin in kJ/mol: 110.6
Molecular weight in g mol⁻¹: 454.45
Gap between HOMO and LUMO (alpha / beta) in eV: 6.3 / 6.1
Lowest unoccupied orbital energy (alpha / beta) in eV: -3.93 / -6.10
DFT total energy in eV: -37228.006
Net charge: +1